Entry 1:
15 unconnected molecules or ions with the total composition C26H24Cl42O3 in a non-equilibrium geometry, computed with ωB97M-V/def2-TZVPD.

Each line ends with the Löwdin charge.
Positions of all 95 atoms, in Å:
O 2.5242 -3.5150 0.6038  0.076
C 2.1027 -3.0373 -0.4311  -0.293
C 0.6037 -3.1391 -0.8767  0.051
C -0.0126 -2.1393 -1.6251  -0.079
C -1.5288 -2.3259 -2.0987  -0.106
C -2.2752 -0.9791 -2.4044  -0.265
O -3.6160 -1.1570 -2.8821  -0.120
C 0.8484 -0.9047 -1.9613  -0.274
O 0.4594 0.2399 -2.0183  0.107
C 2.3746 -1.1692 -2.1993  -0.067
C 3.0474 -0.3401 -3.1732  -0.061
C 4.4918 -0.5668 -3.3530  -0.210
C 5.1596 -1.6002 -2.5472  -0.110
C 4.4400 -2.4564 -1.5900  0.003
C 3.0133 -2.2262 -1.4159  -0.063
H 0.0827 -4.0784 -0.5679  0.103
H -1.5723 -2.9390 -3.0465  0.132
H -2.1537 -2.8730 -1.3183  0.074
H -2.2291 -0.2846 -1.5146  0.131
H -1.6823 -0.4465 -3.2102  0.111
H -4.0086 -0.2618 -2.8797  -0.003
H 2.4931 0.4362 -3.7526  0.029
H 5.0407 0.0779 -4.0800  0.101
H 6.2635 -1.7518 -2.6607  0.107
H 4.9845 -3.2245 -1.0020  0.116
C -3.1253 -4.4107 1.4858  -1.528
Cl -2.4038 -5.7464 0.5782  0.526
Cl -2.1445 -2.9497 1.3226  0.562
Cl -4.7790 -4.1127 0.9427  0.534
H -3.1547 -4.6869 2.5349  0.014
C -3.6482 -0.9923 -6.1237  -1.514
Cl -2.8219 -2.2279 -7.0842  0.519
Cl -2.7796 0.5463 -6.2096  0.458
Cl -5.3176 -0.7927 -6.6711  0.534
H -3.6652 -1.3203 -5.0879  -0.019
C -3.2673 3.5162 -8.5339  -1.554
Cl -3.5575 2.0307 -9.4446  0.525
Cl -1.7996 3.3738 -7.5568  0.488
Cl -3.1546 4.9019 -9.6248  0.530
H -4.1082 3.6765 -7.8658  -0.017
C 2.9298 -1.2926 3.3544  -1.525
Cl 2.3841 -1.6785 4.9917  0.508
Cl 2.2095 0.2219 2.8021  0.532
Cl 4.6950 -1.2002 3.2927  0.538
H 2.6057 -2.0915 2.6877  -0.008
C -4.3996 3.3259 -3.2879  -1.486
Cl -4.1390 3.2609 -5.0332  0.526
Cl -5.3682 4.7339 -2.8529  0.506
Cl -5.1764 1.8388 -2.7169  0.587
H -3.4323 3.4139 -2.8020  0.027
C -3.6648 8.2646 -3.0348  -1.533
Cl -3.3289 7.7994 -4.7060  0.525
Cl -5.4074 8.3673 -2.7552  0.516
Cl -2.9209 7.1218 -1.9104  0.494
H -3.2333 9.2448 -2.8597  0.014
C -5.8624 4.1571 0.9661  -1.548
Cl -4.9912 2.8005 1.6915  0.519
Cl -6.9075 4.9343 2.1605  0.529
Cl -4.7315 5.3243 0.2747  0.475
H -6.4867 3.7723 0.1649  0.004
C 7.0730 1.7415 4.4648  -1.551
Cl 7.8099 0.8367 5.7909  0.524
Cl 6.0456 3.0369 5.0904  0.524
Cl 8.3152 2.3959 3.3917  0.524
H 6.4506 1.0612 3.8919  -0.033
C 3.9765 -3.6233 -6.3298  -1.479
Cl 4.4855 -3.2583 -7.9842  0.534
Cl 4.2171 -2.2186 -5.2747  0.692
Cl 2.2849 -4.1358 -6.2987  0.535
H 4.5879 -4.4391 -5.9566  0.018
C 1.6798 -0.9698 9.0293  -1.569
Cl 1.9609 0.7741 9.0826  0.516
Cl 2.9937 -1.8367 9.8303  0.522
Cl 0.1255 -1.3742 9.7677  0.504
H 1.6522 -1.2775 7.9914  -0.080
C 3.5015 5.3491 7.0376  -1.555
Cl 2.6915 3.9466 7.7461  0.501
Cl 2.3184 6.4771 6.3662  0.523
Cl 4.5152 6.1546 8.2400  0.523
H 4.1403 5.0028 6.2286  -0.024
C 1.9736 -0.0596 -6.9307  -1.527
Cl 2.4628 0.3486 -8.5779  0.536
Cl 2.1635 1.3483 -5.8693  0.577
Cl 0.3150 -0.6652 -6.9062  0.505
H 2.6234 -0.8487 -6.5674  -0.073
C 0.9194 -4.7847 7.3373  -1.498
Cl -0.2426 -5.3811 8.5267  0.530
Cl 0.5134 -3.1358 6.8422  0.512
Cl 2.5610 -4.8499 7.9859  0.529
H 0.8716 -5.4243 6.4617  0.017
C -3.7235 -2.4286 10.9151  -1.556
Cl -3.4572 -2.9778 9.2567  0.504
Cl -5.4480 -2.1983 11.2256  0.522
Cl -3.0321 -3.5755 12.0680  0.518
H -3.2235 -1.4735 11.0425  0.009

- Orbital gap: 8.39 eV
- Spin multiplicity: 1

---

Entry 2:
A molecular structure, C26H24Cl5MoNOP2 in a non-equilibrium geometry, computed with ωB97M-V/def2-TZVPD.

Each line ends with the Mulliken spin population.
Positions of all 60 atoms, in Å:
C -1.7035 2.8795 -3.8381  0.013
C -1.3920 1.6829 -3.1827  -0.033
C -0.0314 1.2228 -3.2633  0.033
C 0.9954 2.1980 -3.5393  0.000
C 0.6234 3.4714 -3.9799  0.011
C -0.6916 3.7581 -4.2324  -0.006
C 2.3788 1.8382 -3.4507  0.015
C 2.6533 0.4752 -3.1249  -0.021
C 1.5693 -0.4501 -2.8962  0.000
C 1.9006 -1.8293 -2.5982  -0.030
C 3.1943 -2.2762 -2.9202  0.004
C 4.1917 -1.3661 -3.2519  -0.003
C 3.9667 -0.0180 -3.2379  0.011
H -2.7309 3.1823 -3.9440  0.000
H 1.4331 4.2074 -4.1846  0.000
H -0.9534 4.6869 -4.7239  0.000
H 3.1078 2.6509 -3.0524  0.000
H 3.4066 -3.3500 -2.8472  0.000
H 5.1798 -1.7638 -3.4872  0.000
H 4.7460 0.6909 -3.4998  0.000
N 0.3022 -0.0907 -3.2427  0.025
Mo 0.4511 0.1429 0.2615  2.024
C -2.3959 0.8304 -2.4597  -0.008
H -2.3646 -0.2331 -2.7796  -0.003
H -3.4141 1.2227 -2.5807  -0.003
C 0.7927 -2.6806 -2.0463  -0.003
H -0.1309 -2.6315 -2.6599  -0.004
H 1.1225 -3.7191 -1.9099  -0.002
P -1.9351 0.7015 -0.5804  -0.102
P 0.2392 -2.0068 -0.3992  -0.100
C 1.3254 -3.0149 0.7162  0.041
H 1.1497 -2.7070 1.7528  -0.002
H 1.0060 -4.0433 0.5482  0.009
H 2.3757 -2.8783 0.4264  -0.004
C -1.2976 -2.9821 -0.2131  0.027
H -0.9864 -4.0310 -0.1294  0.002
H -1.8280 -2.6728 0.6969  -0.003
H -1.9217 -2.8454 -1.1077  0.001
C -2.6671 2.3024 -0.0120  0.014
H -3.6621 2.4924 -0.4385  -0.002
H -2.7336 2.2917 1.0798  0.002
H -1.9827 3.1065 -0.3067  -0.003
C -3.3497 -0.3834 -0.0329  0.015
H -3.2155 -0.6005 1.0289  0.000
H -4.3230 0.1062 -0.1651  -0.002
H -3.3721 -1.3307 -0.5813  0.002
C -0.3795 0.0172 2.0048  -0.057
O -0.7604 -0.2469 3.0861  0.103
H 1.2243 1.4440 -0.4447  0.022
Cl 2.7345 -0.2248 0.8514  0.000
C 2.8955 1.5617 0.9436  0.056
C 1.8230 2.0823 0.2341  -0.028
C 1.6007 3.4960 0.2465  -0.017
Cl 0.1431 4.0623 -0.5007  0.003
C 2.6467 4.3377 0.6097  -0.002
Cl 2.5903 5.9764 0.1409  0.000
C 3.8393 3.7849 1.2134  0.000
Cl 5.1772 4.8036 1.4321  0.000
C 3.9787 2.3896 1.3844  0.003
Cl 5.4746 1.7243 1.9811  0.000

- ⟨S²⟩: 2.019
- Orbital gap (spin up / spin down): 5.53 / 4.96 eV
- Spin multiplicity: 3
- Energy above the lowest of the compared OMol25 structures with the same formula, charge and spin: 0.0 kJ/mol
- Total charge: +2

---

Entry 3:
2 unconnected molecules or ions with the total composition C26H24F3NO2S in a non-equilibrium geometry, computed with ωB97M-V/def2-TZVPD.

Each line ends with the Löwdin charge.
Positions of all 57 atoms, in Å:
F 0.9630 -0.0124 5.2064  0.129
C 0.4300 0.8289 4.3090  -0.612
F -0.9040 0.5341 4.1840  0.071
F 0.5195 2.0926 4.7705  0.130
S 1.3231 0.6750 2.6611  0.753
C 0.1123 1.3646 1.5575  -0.187
C 0.5445 2.6925 1.1412  -0.292
C -0.3665 3.7752 1.1835  -0.044
C 0.0885 5.0939 1.1178  -0.095
C 1.4459 5.3522 0.8883  -0.101
C 2.3547 4.2919 0.8349  -0.078
C 1.8995 2.9751 0.8470  -0.071
O 2.4967 1.4907 2.8782  -0.287
O 1.4536 -0.7426 2.3778  -0.298
H -0.8225 1.3630 2.1394  0.080
H -1.4305 3.5440 1.3286  0.112
H -0.6181 5.9223 1.2256  0.100
H 1.8022 6.3814 0.8034  0.098
H 3.4264 4.4860 0.7770  0.106
H 2.5771 2.1602 0.5945  0.112
C -1.7842 -1.8999 2.5088  0.007
C -0.8935 -2.1871 1.3806  -0.200
N -0.1979 -3.3450 1.3188  -0.035
C -0.1692 -4.3469 2.3642  0.006
C 0.3934 -3.5109 0.0661  -0.150
C 0.0707 -2.3739 -0.7160  -0.074
C 0.3002 -2.4627 -2.0858  -0.013
C 0.8402 -3.6448 -2.6325  -0.077
C 1.1535 -4.7473 -1.8238  -0.087
C 0.9212 -4.6901 -0.4453  -0.016
C -0.6232 -1.4376 0.2000  -0.108
C -0.9815 -0.1027 0.0172  0.002
C -0.9282 0.4786 -1.3212  -0.216
C 0.3067 0.6051 -1.9914  -0.043
C 0.3361 1.0412 -3.3098  -0.040
C -0.8526 1.2984 -4.0015  -0.281
C -0.7513 1.6095 -5.4542  -0.059
C -2.0820 1.2211 -3.3289  -0.036
C -2.1163 0.8774 -1.9850  -0.010
H -2.4162 -1.0436 2.2622  0.089
H -2.4297 -2.7666 2.7350  0.099
H -1.2107 -1.6583 3.4176  0.090
H 0.4554 -5.1726 2.0210  0.078
H 0.2625 -3.9343 3.2862  0.109
H -1.1823 -4.7141 2.5784  0.100
H 0.0350 -1.6248 -2.7299  0.097
H 1.0045 -3.6980 -3.7126  0.102
H 1.5660 -5.6511 -2.2663  0.101
H 1.0817 -5.5464 0.2071  0.099
H -1.7262 0.3140 0.6938  0.101
H 1.2238 0.3378 -1.4604  0.135
H 1.2903 1.1595 -3.8308  0.123
H -1.7283 1.8050 -5.8870  0.074
H -0.0991 2.4725 -5.6225  0.087
H -0.2933 0.7584 -5.9708  0.087
H -3.0053 1.4487 -3.8788  0.116
H -3.0656 0.8629 -1.4282  0.121

- Orbital gap: 6.27 eV
- Spin multiplicity: 1
- Energy above the lowest of the compared OMol25 structures with the same formula, charge and spin: 0.0 kJ/mol

---

Entry 4:
A molecular structure, C26H24F4N2O4RuTe, computed with ωB97M-V/def2-TZVPD.

Each line ends with the Mulliken spin population.
Positions of all 62 atoms, in Å:
Ru 0.7248 0.6326 -1.1292  0.919
C 1.4026 -2.2943 -1.3122  -0.005
N 1.6896 -1.0395 -2.0429  -0.016
C 1.1490 -1.1628 -3.4171  -0.007
C 3.1489 -0.7451 -2.0923  0.007
C 3.5360 0.0167 -0.8549  0.005
N 2.4992 1.0520 -0.6647  -0.072
C 2.8198 2.1678 0.1519  0.024
C 2.0897 3.3477 -0.0562  -0.010
F 1.1319 3.3560 -1.0049  -0.008
C 2.3329 4.5032 0.6534  0.008
F 1.5969 5.5781 0.3932  0.000
C 3.3252 4.5443 1.6107  -0.006
C 4.0574 3.3988 1.8251  0.003
F 5.0139 3.3798 2.7501  0.000
C 3.8216 2.2320 1.1167  -0.009
F 4.5560 1.1587 1.4370  -0.001
H 1.8820 -3.1361 -1.8185  0.001
H 0.3295 -2.4485 -1.2717  -0.001
H 1.7861 -2.2217 -0.2963  0.000
H 1.6463 -1.9765 -3.9514  0.004
H 1.3117 -0.2329 -3.9572  0.014
H 0.0839 -1.3723 -3.3645  -0.002
H 3.3254 -0.1277 -2.9718  0.006
H 3.7193 -1.6697 -2.2044  0.002
H 4.5307 0.4472 -0.9594  0.000
H 3.5663 -0.6446 0.0143  -0.001
H 3.5212 5.4456 2.1756  0.000
O -0.8942 1.2038 -2.2865  -0.004
C -1.6561 0.2936 -1.8130  0.002
O -1.0714 -0.4655 -0.9652  0.029
C -3.0491 0.1303 -2.2065  0.002
C -3.6059 1.0392 -3.0962  -0.001
C -4.9380 0.9294 -3.4969  0.002
C -5.6521 -0.1153 -2.9647  0.002
O -6.9462 -0.4314 -3.1986  0.001
C -7.2376 -1.5963 -2.4069  0.000
O -6.0310 -1.9523 -1.7183  0.000
C -5.0970 -1.0251 -2.0752  0.004
C -3.7993 -0.9380 -1.6700  -0.004
H -2.9907 1.8426 -3.4770  0.000
H -5.3890 1.6287 -4.1876  0.000
H -7.5334 -2.4086 -3.0661  0.000
H -8.0113 -1.3516 -1.6827  0.000
H -3.3630 -1.6444 -0.9769  0.001
C 1.5753 0.4917 2.6755  0.005
Te -0.0239 1.0888 1.4126  0.118
C -0.9754 -0.7051 2.0294  -0.003
C -0.2479 -1.1237 3.2816  -0.007
C -0.7853 -2.0992 4.1193  0.003
C -0.0964 -2.5064 5.2478  0.000
C 1.1379 -1.9414 5.5503  0.000
C 1.6751 -0.9717 4.7226  0.003
C 0.9833 -0.5580 3.5855  -0.007
H 1.9162 1.3713 3.2175  -0.004
H 2.4015 0.1079 2.0778  0.004
H -0.8985 -1.4308 1.2250  -0.001
H -2.0273 -0.4841 2.1981  0.001
H -1.7510 -2.5343 3.8871  0.000
H -0.5241 -3.2584 5.8989  0.000
H 1.6754 -2.2516 6.4377  0.000
H 2.6326 -0.5226 4.9633  0.000

- ⟨S²⟩: 0.759
- Orbital gap (spin up / spin down): 7.10 / 7.10 eV
- Spin multiplicity: 2
- Energy above the lowest of the compared OMol25 structures with the same formula, charge and spin: 66.0 kJ/mol
- Total charge: +1